[1]
2 unconnected molecules or ions with the total composition C6H14N2O2 in a non-equilibrium geometry, computed with ωB97M-V/def2-TZVPD.

Summary:
**DFT total energy**: -497.01560 hartree
**SMILES**: CNC(C)=O.CNC(C)=O
**Energy relative to the best compared isomer or geometry (same formula, charge and spin)**: 26.31 kcal/mol
**LUMO**: 0.61 eV
**Net charge**: 0
**Kohn-Sham gap**: 10.4 eV

Structure (XYZ):
```
24
Properties=species:S:1:pos:R:3:lowdin_charge:R:1
C -0.894 2.433 1.183 -0.001
C -1.227 -1.335 1.623 -0.085
C -1.160 1.167 1.959 -0.545
O -1.238 1.115 3.167 0.061
N -1.154 0.042 1.161 -0.013
H -0.531 3.112 1.965 0.089
H -1.292 0.104 0.161 0.124
H -1.941 -1.327 2.458 0.088
H -0.196 2.465 0.365 0.045
H -1.824 2.911 0.854 0.089
H -1.744 -1.984 0.911 0.079
H -0.286 -1.801 1.876 0.073
C 1.701 1.124 -1.376 -0.096
C 0.757 -2.520 -1.599 -0.005
C 1.005 -1.104 -1.982 -0.563
O 0.741 -0.700 -3.105 0.041
N 1.350 -0.223 -1.005 0.004
H 1.388 -0.487 -0.032 0.124
H 0.770 1.690 -1.493 0.074
H 1.098 -2.688 -0.569 0.072
H 2.384 1.717 -0.761 0.088
H 2.255 1.197 -2.312 0.087
H -0.323 -2.694 -1.510 0.087
H 1.169 -3.275 -2.253 0.084
```



[2]
2 unconnected molecules or ions with the total composition C6H14N2O2 in a non-equilibrium geometry, computed with ωB97M-V/def2-TZVPD.

Summary:
**DFT total energy**: -497.03002 hartree
**SMILES**: CNC(C)=O.CNC(C)=O
**Energy relative to the best compared isomer or geometry (same formula, charge and spin)**: 17.26 kcal/mol
**LUMO**: 0.64 eV
**Net charge**: 0
**Kohn-Sham gap**: 10.1 eV

Structure (XYZ):
```
24
Properties=species:S:1:pos:R:3:lowdin_charge:R:1
C -0.412 1.995 -0.976 -0.086
C -1.395 1.257 2.595 -0.015
C -0.549 1.715 1.430 -0.553
O 0.621 1.996 1.557 0.049
N -1.221 1.814 0.224 0.012
H -1.990 1.183 0.075 0.120
H -0.806 2.816 -1.582 0.077
H -1.403 0.163 2.668 0.081
H 0.640 2.169 -0.784 0.079
H -0.455 1.118 -1.641 0.062
H -0.984 1.684 3.510 0.080
H -2.451 1.533 2.630 0.074
C 2.404 -1.342 -0.239 0.014
C -1.103 -2.512 -1.091 -0.070
C 1.084 -1.466 -0.998 -0.542
O 0.761 -0.733 -1.911 0.026
N 0.235 -2.419 -0.510 0.003
H 2.485 -2.076 0.547 0.063
H 0.427 -2.957 0.315 0.124
H -1.765 -1.755 -0.661 0.076
H 3.211 -1.585 -0.936 0.088
H 2.452 -0.334 0.158 0.082
H -1.007 -2.194 -2.129 0.081
H -1.508 -3.507 -1.012 0.077
```



[3]
2 unconnected molecules or ions with the total composition C6H14N2O2 in a non-equilibrium geometry, computed with ωB97M-V/def2-TZVPD.

Summary:
**DFT total energy**: -496.97566 hartree
**SMILES**: CNC(C)=O.CNC(C)=O
**Energy relative to the best compared isomer or geometry (same formula, charge and spin)**: 51.37 kcal/mol
**LUMO**: 0.53 eV
**Net charge**: 0
**Kohn-Sham gap**: 9.9 eV

Structure (XYZ):
```
24
Properties=species:S:1:pos:R:3:lowdin_charge:R:1
C 2.452 -1.663 -0.809 -0.028
C 3.087 -0.342 -0.221 -0.503
C 2.397 2.051 0.390 -0.078
C -1.635 -0.971 1.353 -0.010
C -2.340 -0.203 0.216 -0.560
C -4.593 0.461 -0.701 -0.084
H 2.910 -1.864 -1.814 0.080
H 1.324 -1.712 -0.911 0.067
H 2.619 -2.602 -0.125 0.105
H 1.273 0.411 -0.400 0.116
H 3.506 2.107 0.637 0.089
H 2.122 3.003 -0.221 0.099
H 1.867 2.173 1.353 0.069
H -2.281 -0.880 2.246 0.074
H -0.649 -0.306 1.380 0.115
H -1.262 -1.968 1.094 0.074
H -4.092 -0.829 1.014 0.167
H -3.821 1.263 -1.175 0.124
H -5.031 -0.183 -1.543 0.094
H -5.373 1.090 -0.158 0.088
N 2.266 0.741 -0.330 -0.012
N -3.676 -0.201 0.248 -0.041
O 4.215 -0.354 0.360 -0.018
O -1.647 0.419 -0.631 -0.028
```



[4]
2 unconnected molecules or ions with the total composition C6H14N2O2, computed with ωB97M-V/def2-TZVPD.

Summary:
**DFT total energy**: -497.04674 hartree
**SMILES**: CNC(C)=O.CNC(C)=O
**Energy relative to the best compared isomer or geometry (same formula, charge and spin)**: 6.77 kcal/mol
**LUMO**: 0.55 eV
**Net charge**: 0
**Kohn-Sham gap**: 9.5 eV

Structure (XYZ):
```
24
Properties=species:S:1:pos:R:3:lowdin_charge:R:1
C -1.564 1.016 -1.349 0.007
C -2.944 0.911 2.171 -0.068
C -1.677 0.611 0.095 -0.540
O -0.929 -0.206 0.611 0.026
N -2.698 1.176 0.773 0.008
H -2.179 1.881 -1.605 0.077
H -3.307 1.829 0.315 0.131
H -2.067 0.454 2.610 0.080
H -0.529 1.230 -1.595 0.079
H -1.875 0.155 -1.947 0.094
H -3.151 1.837 2.708 0.084
H -3.777 0.229 2.339 0.084
C 2.546 -0.617 1.418 -0.067
C 1.808 -1.248 -2.247 -0.009
C 2.643 -1.061 -1.000 -0.567
O 3.863 -1.128 -1.039 0.022
N 1.936 -0.792 0.120 0.002
H 0.929 -0.777 0.047 0.079
H 3.621 -0.765 1.304 0.081
H 1.549 -0.257 -2.645 0.078
H 2.328 0.375 1.808 0.078
H 2.152 -1.355 2.117 0.081
H 2.455 -1.734 -2.981 0.082
H 0.869 -1.767 -2.028 0.078
```



[5]
A single C6H14N2O2 molecule in a non-equilibrium geometry, computed with ωB97M-V/def2-TZVPD.

Summary:
**DFT total energy**: -496.81199 hartree
**SMILES**: NCCCC[C@H](N)C(=O)O
**Energy relative to the best compared isomer or geometry (same formula, charge and spin)**: 154.08 kcal/mol
**LUMO**: 0.42 eV
**Net charge**: 0
**Kohn-Sham gap**: 9.3 eV

Structure (XYZ):
```
24
Properties=species:S:1:pos:R:3:lowdin_charge:R:1
C 2.257 -0.357 -0.667 -0.308
C 2.418 1.068 -0.247 -0.495
C 0.890 -0.950 0.134 -0.152
C -0.460 -0.031 0.008 -0.223
C -1.895 -0.701 0.189 -0.264
C -3.277 -0.091 -0.279 -0.333
H 3.527 -2.088 -0.191 0.125
H 3.929 -0.518 0.676 0.145
H 1.784 -0.421 -1.760 0.182
H 0.785 -1.994 -0.170 0.083
H 0.922 -1.271 1.145 0.077
H -0.639 0.616 -1.137 0.180
H -0.285 0.792 0.995 0.156
H -1.590 -1.743 -0.260 0.121
H -2.163 -0.874 1.261 0.099
H -3.687 -0.142 -1.375 0.107
H -4.128 -0.699 0.209 0.104
H -2.073 1.777 0.061 0.148
H -3.983 2.010 -0.392 0.100
H 2.567 1.996 1.702 0.220
N 3.491 -0.987 -0.259 -0.013
N -3.255 1.362 0.179 -0.116
O 2.041 2.074 -0.881 0.060
O 2.822 1.172 1.060 -0.004
```



Copy entry 4 word for word.
2 unconnected molecules or ions with the total composition C6H14N2O2, computed with ωB97M-V/def2-TZVPD.

Summary:
**DFT total energy**: -497.04674 hartree
**SMILES**: CNC(C)=O.CNC(C)=O
**Energy relative to the best compared isomer or geometry (same formula, charge and spin)**: 6.77 kcal/mol
**LUMO**: 0.55 eV
**Net charge**: 0
**Kohn-Sham gap**: 9.5 eV

Structure (XYZ):
```
24
Properties=species:S:1:pos:R:3:lowdin_charge:R:1
C -1.564 1.016 -1.349 0.007
C -2.944 0.911 2.171 -0.068
C -1.677 0.611 0.095 -0.540
O -0.929 -0.206 0.611 0.026
N -2.698 1.176 0.773 0.008
H -2.179 1.881 -1.605 0.077
H -3.307 1.829 0.315 0.131
H -2.067 0.454 2.610 0.080
H -0.529 1.230 -1.595 0.079
H -1.875 0.155 -1.947 0.094
H -3.151 1.837 2.708 0.084
H -3.777 0.229 2.339 0.084
C 2.546 -0.617 1.418 -0.067
C 1.808 -1.248 -2.247 -0.009
C 2.643 -1.061 -1.000 -0.567
O 3.863 -1.128 -1.039 0.022
N 1.936 -0.792 0.120 0.002
H 0.929 -0.777 0.047 0.079
H 3.621 -0.765 1.304 0.081
H 1.549 -0.257 -2.645 0.078
H 2.328 0.375 1.808 0.078
H 2.152 -1.355 2.117 0.081
H 2.455 -1.734 -2.981 0.082
H 0.869 -1.767 -2.028 0.078
```



> The lowest LUMO belongs to which entry?

number 5